(1)
# C5H6S3

A cluster of 4 separate species, C5H6S3 in total at a distorted geometry (ωB97M-V/def2-TZVPD, the Open Molecules 2025 dataset).

The geometry in XYZ format:
```
14
Properties=species:S:1:pos:R:3:lowdin_charge:R:1
C -1.151 0.419 2.565 -0.53
C -0.099 0.465 -0.161 -0.91
C 1.084 0.764 -2.541 -1.18
C -0.206 -1.067 -0.518 -0.23
C 0.231 -2.237 -0.567 0.06
H -2.615 0.042 2.767 0.14
H -0.693 1.604 3.475 0.14
H -0.041 -0.606 2.737 0.16
H 1.003 0.459 0.324 0.13
H 1.958 0.103 -1.922 0.10
H 0.534 -3.344 -1.049 0.12
S -1.507 0.948 0.800 0.65
S 0.141 1.635 -1.646 0.86
S 1.360 0.815 -4.262 0.49
```

Computed properties:
LUMO energy   -0.033 Ha
Gap between HOMO and LUMO   7.7588 eV
Energy relative to the best compared isomer or geometry (same formula, charge and spin)   1009.87 kJ/mol
Net charge   0

(2)
# C2H5NS2

An isolated molecule of C2H5NS2 at a distorted geometry (ωB97M-V/def2-TZVPD, the Open Molecules 2025 dataset).

The geometry in XYZ format:
```
10
Properties=species:S:1:pos:R:3:lowdin_charge:R:1
C 1.942 0.222 -0.163 -0.64
S 0.835 -0.945 -0.182 0.88
C -0.599 0.059 0.009 -0.59
N -1.640 -0.580 -0.148 -0.53
S -3.290 -0.159 -0.181 0.61
H 1.720 0.985 0.592 0.02
H 2.407 0.982 -0.901 0.08
H 2.918 -0.246 0.484 0.11
H -0.387 1.122 -0.044 0.08
H -3.905 -1.438 0.533 -0.03
```

Computed properties:
LUMO energy   0.017 Ha
Gap between HOMO and LUMO   8.7141 eV
Energy relative to the best compared isomer or geometry (same formula, charge and spin)   351.16 kJ/mol
Net charge   0

(3)
# C18H21ClN2O4S

An isolated molecule of C18H21ClN2O4S (ωB97M-V/def2-TZVPD, the Open Molecules 2025 dataset).

The geometry in XYZ format:
```
47
Properties=species:S:1:pos:R:3:lowdin_charge:R:1
C -6.370 -1.986 -0.119 -0.11
O -5.289 -1.481 0.626 -0.20
C -5.471 -0.169 1.114 -0.21
C -5.215 0.898 0.042 -0.15
N -3.881 0.753 -0.492 0.07
C -2.942 1.719 -0.345 -0.45
O -3.186 2.812 0.123 0.08
C -1.574 1.346 -0.825 -0.11
C -1.345 0.429 -1.850 -0.01
C -0.057 0.141 -2.260 -0.08
C 1.028 0.757 -1.643 -0.62
Cl 2.612 0.374 -2.157 0.83
C 0.805 1.680 -0.632 -0.26
S 2.136 2.460 0.310 0.65
O 3.301 2.615 -0.498 -0.30
O 1.600 3.605 0.976 -0.27
N 2.424 1.329 1.517 -0.06
C 2.736 0.016 1.089 -0.30
C 1.730 -0.939 0.996 -0.05
C 2.021 -2.201 0.517 -0.08
C 3.310 -2.499 0.116 -0.05
C 4.327 -1.559 0.219 -0.25
C 5.716 -1.906 -0.220 -0.04
C 4.049 -0.286 0.728 -0.20
C 5.131 0.733 0.883 -0.04
C -0.483 1.975 -0.235 0.01
H -7.300 -1.947 0.460 0.09
H -6.128 -3.024 -0.341 0.09
H -6.516 -1.443 -1.059 0.08
H -4.739 -0.056 1.918 0.13
H -6.480 -0.046 1.528 0.12
H -5.944 0.807 -0.770 0.12
H -5.290 1.897 0.476 0.12
H -3.604 -0.194 -0.702 0.13
H -2.172 -0.045 -2.356 0.12
H 0.124 -0.561 -3.058 0.11
H 1.656 1.374 2.171 0.12
H 0.723 -0.684 1.300 0.12
H 1.241 -2.945 0.444 0.10
H 3.533 -3.479 -0.280 0.11
H 6.399 -1.905 0.629 0.09
H 5.739 -2.892 -0.678 0.08
H 6.080 -1.176 -0.941 0.09
H 6.025 0.283 1.310 0.08
H 5.388 1.161 -0.085 0.09
H 4.791 1.544 1.519 0.08
H -0.636 2.716 0.536 0.13
```

Computed properties:
LUMO energy   0.007 Ha
Gap between HOMO and LUMO   9.1615 eV
Energy relative to the best compared isomer or geometry (same formula, charge and spin)   61.83 kJ/mol
Net charge   0